The molecule C5H10N3O4P. Source: OMol25; level of theory: ωB97M-V with the def2-TZVPD basis set.

Computed properties:
E_tot	-27298.332	eV
SMILES string	O=P(O)(O)C[C@H](O)Cc1nc[nH]n1

```
! wB97M-V def2-TZVPD RIJCOSX def2/J DEFGRID3
* xyz 0 1
O 1.8610 0.6298 2.3612
N -0.7002 -1.9842 -1.4871
N 0.6032 -0.7490 -2.8765
O -0.2223 2.2834 0.1432
O 0.0305 2.2334 2.8841
O 0.1988 -0.1410 3.9105
C 0.0458 -2.8297 -2.1352
C -0.2945 -0.7165 -1.9373
N 0.8092 -2.0890 -3.0079
C -0.8674 0.4967 -1.2738
C -0.0534 0.8952 -0.0280
C -0.5671 0.2118 1.2491
P 0.4096 0.7442 2.5988
H 0.1518 2.7389 -0.6299
H -0.0051 2.4931 1.9503
H 0.9106 0.2288 4.4162
H 0.0164 -3.9130 -1.9971
H 1.4534 -2.4792 -3.6689
H -1.8675 0.3370 -0.9258
H -0.8726 1.3299 -1.9975
H 1.0166 0.6624 -0.1706
H -0.4860 -0.8862 1.1268
H -1.5709 0.5032 1.4954
*
```

---

The molecule C4H8O2. Source: OMol25; level of theory: ωB97M-V with the def2-TZVPD basis set.

Computed properties:
relative energy (zero: lowest compared OMol25 entry of this formula, charge and spin)	74.2	kcal per mole
SMILES string	C1COCOC1

```
! wB97M-V def2-TZVPD RIJCOSX def2/J DEFGRID3
* xyz 0 1
C -0.8044 0.5982 0.6565
C -0.3410 1.1387 -0.6477
O 1.2115 0.8234 -0.3714
C 1.3674 -0.5934 -0.3957
O 0.6022 -1.3108 0.5457
C -0.7675 -0.9216 0.6181
H 0.2822 0.8459 0.9525
H -1.5523 1.1106 1.2686
H -0.5307 0.5871 -1.5682
H -0.5163 2.2167 -0.7717
H 2.4035 -0.8804 -0.1669
H 1.1253 -0.8987 -1.4210
H -1.1566 -1.3645 1.5368
H -1.3233 -1.3513 -0.2356
*
```

---

The molecule C2H5NO. Source: OMol25; level of theory: ωB97M-V with the def2-TZVPD basis set.

Computed properties:
relative energy (zero: lowest compared OMol25 entry of this formula, charge and spin)	69.4	kcal per mole

```
! wB97M-V def2-TZVPD RIJCOSX def2/J DEFGRID3
* xyz 0 3
C 0.3238 -0.1392 -0.6322
C -0.9234 0.2389 0.0827
N 1.3093 -0.7628 0.2299
O 1.6413 0.6616 0.0323
H 0.3075 -0.1484 -1.7548
H -1.1626 -0.5055 0.9828
H -1.8587 0.3536 -0.6354
H -0.6487 1.2978 0.5495
H 1.0114 -0.9961 1.1452
*
```

---

A structure of composition C34H53N4O2PPt. Source: OMol25; level of theory: ωB97M-V with the def2-TZVPD basis set.

Computed properties:
relative energy (zero: lowest compared OMol25 entry of this formula, charge and spin)	22.5	kcal per mole

```
! wB97M-V def2-TZVPD RIJCOSX def2/J DEFGRID3
* xyz 2 3
Pt -0.2281 1.7560 1.4413
C -1.5196 0.8971 -5.0951
C -2.4335 1.3998 -3.9647
C -3.3840 2.4361 -4.5723
C -3.2607 0.2206 -3.4231
C -1.6235 1.9393 -2.8013
C -0.5269 1.2200 -2.3670
C 0.1370 1.6270 -1.2062
N 0.9497 0.9059 -0.4394
C 1.7549 -0.1340 -0.4098
C 2.0434 -1.0378 -1.4434
C 2.8819 -2.1036 -1.1890
C 3.6785 -2.0752 -0.0216
C 3.4732 -1.2065 1.0337
C 2.3345 -0.3325 0.9387
O 1.7840 0.2663 1.9222
C 4.4369 -1.1103 2.1961
C 3.7413 -0.8527 3.5424
C 5.2826 -2.3867 2.3557
C 5.3799 0.0741 1.8776
C 2.8574 -3.3095 -2.1147
C 1.4149 -3.8429 -2.0975
C 3.7855 -4.4315 -1.6302
C 3.2524 -2.9337 -3.5467
C -0.2407 2.8806 -0.5371
O 0.6023 3.3382 0.4055
C -1.3928 3.5843 -0.9566
C -2.0392 3.0829 -2.0735
C -1.8501 4.8086 -0.1890
C -0.7631 5.8965 -0.2610
C -3.1394 5.4215 -0.7557
C -2.1216 4.4086 1.2705
H -2.1188 0.6131 -5.9829
H -0.9240 0.0110 -4.8036
H -0.8042 1.6807 -5.4263
H -3.9026 2.0031 -5.4597
H -2.8320 3.3298 -4.9256
H -4.1540 2.7636 -3.8468
H -3.8742 -0.2180 -4.2307
H -3.9362 0.5452 -2.6065
H -2.6115 -0.5814 -3.0212
H -0.1931 0.3092 -2.8809
H 1.5405 -0.9303 -2.4146
H 4.5058 -2.7856 0.0443
H 3.0730 -1.6923 3.8225
H 3.1198 0.0599 3.5132
H 4.5015 -0.7520 4.3488
H 4.6533 -3.3032 2.4100
H 5.8920 -2.3322 3.2859
H 6.0075 -2.5039 1.5179
H 4.7973 1.0018 1.7204
H 5.9745 -0.1253 0.9609
H 6.0845 0.2462 2.7129
H 1.0694 -4.0120 -1.0572
H 1.3495 -4.8041 -2.6444
H 0.7136 -3.1331 -2.5857
H 3.5505 -4.7411 -0.5896
H 4.8520 -4.1270 -1.6625
H 3.6845 -5.3191 -2.2900
H 2.6329 -2.1151 -3.9639
H 3.1543 -3.8152 -4.2141
H 4.3098 -2.5947 -3.6050
H -2.9355 3.6052 -2.3991
H -0.5369 6.1628 -1.3167
H 0.1718 5.5502 0.2139
H -1.0942 6.8300 0.2443
H -3.0109 5.7787 -1.8023
H -3.4321 6.3072 -0.1433
H -3.9931 4.7091 -0.7249
H -1.2286 3.9489 1.7362
H -2.9417 3.6647 1.3343
H -2.4218 5.2996 1.8592
C -3.9723 -1.6865 2.9100
N -3.1673 -1.2170 4.1013
C -2.1436 -2.2853 4.4355
N -1.3248 -2.5787 3.2963
C -2.1396 -3.0150 2.1747
N -3.1221 -2.0064 1.8012
C -2.5049 -0.8380 1.1910
P -1.3163 0.0122 2.3588
C -2.5012 0.1127 3.8102
C -0.4015 -1.5014 2.9436
H -4.6991 -0.9046 2.6102
H -4.5270 -2.5879 3.2151
H -3.8137 -1.1024 4.9159
H -2.6890 -3.1896 4.7477
H -1.5113 -1.9336 5.2767
H -2.6629 -3.9375 2.4544
H -1.4920 -3.2207 1.3094
H -3.2805 -0.1173 0.8744
H -1.9539 -1.1447 0.2850
H -3.2764 0.8580 3.5928
H -1.9588 0.4291 4.7161
H 0.2211 -1.2310 3.8151
H 0.2774 -1.8553 2.1488
*
```

---

The molecule C6H8ClNOS. Source: OMol25; level of theory: ωB97M-V with the def2-TZVPD basis set.

Computed properties:
relative energy (zero: lowest compared OMol25 entry of this formula, charge and spin)	51.0	kcal per mole

```
! wB97M-V def2-TZVPD RIJCOSX def2/J DEFGRID3
* xyz 0 1
C -2.0054 1.0486 0.6128
C -1.7804 0.1198 -0.5555
C -1.0181 1.2952 1.4999
C -0.6007 -0.9278 -0.2844
C 0.3687 -0.2914 0.6614
C 2.7316 0.0816 -0.6125
N 0.2332 0.7097 1.4507
O 1.6710 -2.3076 -0.3246
S 2.0044 -1.1541 0.5550
Cl -3.2304 -0.8947 -0.8968
H -2.7689 1.8266 0.4877
H -1.7871 0.8065 -1.5238
H -1.1557 2.0587 2.3060
H -1.1227 -1.7121 0.2497
H -0.1528 -1.3648 -1.2090
H 1.9106 0.4277 -1.2493
H 3.5426 -0.5243 -1.1997
H 3.1601 0.8024 0.0323
*
```

---

A structure of composition C10H5ClNO5Sc. Source: OMol25; level of theory: ωB97M-V with the def2-TZVPD basis set.

Computed properties:
relative energy (zero: lowest compared OMol25 entry of this formula, charge and spin)	0.0	kcal per mole

```
! wB97M-V def2-TZVPD RIJCOSX def2/J DEFGRID3
* xyz 2 1
O 1.0485 -2.1619 -4.2189
C 1.1222 -1.4264 -3.3017
Sc 0.4801 -0.9220 -0.7651
C 0.9441 -2.5177 0.8421
O 1.2745 -3.2728 1.6599
C 1.8546 0.7837 -1.4546
O 2.6788 1.4982 -1.8603
C -0.8088 -0.2443 -2.4736
O -1.4081 0.2823 -3.3207
C 2.6376 -1.6101 -0.9614
O 3.7133 -1.8855 -1.2996
H 1.8343 -0.5148 -3.2030
Cl -4.2882 0.5814 1.9097
C -2.5933 0.8430 1.8199
C -1.9478 1.7086 2.6858
C -0.5768 1.8156 2.5784
C 0.1374 1.1574 1.5639
N -0.5190 0.3411 0.7093
C -1.8759 0.1468 0.8005
H -2.5357 2.2021 3.4581
H -0.0228 2.4602 3.2595
H 1.2101 1.2649 1.4549
H -2.3592 -0.5298 0.1169
*
```

---

A structure of composition C17H26ClMnO2S4Te. Source: OMol25; level of theory: ωB97M-V with the def2-TZVPD basis set.

Computed properties:
relative energy (zero: lowest compared OMol25 entry of this formula, charge and spin)	0.0	kcal per mole

```
! wB97M-V def2-TZVPD RIJCOSX def2/J DEFGRID3
* xyz 1 2
Mn -0.3391 -0.2416 -0.3311
C 0.5536 -1.7024 2.6435
C -0.8561 -1.2451 2.9611
S -1.8203 -1.0815 1.4362
C -2.8196 0.3672 1.8499
C -3.4782 0.8931 0.5875
S -2.3138 1.4176 -0.6797
C -1.9351 3.1312 -0.2466
C -1.0372 3.3408 0.9693
S 0.4518 2.3370 0.8032
C 0.8124 1.9274 2.5212
C 1.8581 0.8190 2.5321
S 1.4635 -0.6339 1.5281
H 0.5334 -2.6630 2.1249
H 1.1297 -1.8417 3.5591
H -0.8600 -0.2877 3.4796
H -1.3449 -1.9742 3.6084
H -2.1611 1.1125 2.2916
H -3.5785 0.0947 2.5849
H -4.1625 1.7123 0.8119
H -4.0703 0.1058 0.1167
H -2.8735 3.6732 -0.1239
H -1.4537 3.5241 -1.1435
H -1.5503 3.0761 1.8941
H -0.7682 4.3949 1.0353
H -0.1069 1.6178 3.0187
H 1.2033 2.8000 3.0452
H 2.0728 0.4967 3.5518
H 2.7935 1.1952 2.1159
Cl 5.1313 -3.5944 -3.7289
C 3.7389 -3.0762 -2.8347
C 3.0391 -4.0074 -2.0472
C 1.9376 -3.6349 -1.3231
C 1.4683 -2.3020 -1.3421
O 0.4107 -1.9920 -0.6438
C 2.1783 -1.3765 -2.1463
C 1.7763 -0.0135 -2.2730
O 0.8183 0.5380 -1.7093
C 3.3138 -1.7834 -2.8864
H 3.3828 -5.0338 -2.0212
H 1.4011 -4.3566 -0.7206
H 2.3750 0.6180 -2.9399
H 3.8400 -1.0574 -3.4947
C -2.5373 -3.3774 -1.1008
Te -2.0161 -1.6807 -2.2471
C -4.0167 -1.0698 -2.6175
H -3.2309 -3.0940 -0.3142
H -1.6153 -3.7579 -0.6674
H -2.9806 -4.1225 -1.7553
H -4.4067 -1.6115 -3.4744
H -4.0229 -0.0014 -2.8230
H -4.6275 -1.2798 -1.7408
*
```

---

A structure of composition C26H40As2BBr2KN6. Source: OMol25; level of theory: ωB97M-V with the def2-TZVPD basis set.

Computed properties:
relative energy (zero: lowest compared OMol25 entry of this formula, charge and spin)	3.6	kcal per mole

```
! wB97M-V def2-TZVPD RIJCOSX def2/J DEFGRID3
* xyz 0 1
K 0.8911 -0.8651 0.4459
C -1.3312 -0.0932 -2.9393
C -0.7735 1.1349 -2.2946
C -1.2023 2.4670 -2.4188
C -0.3404 3.1895 -1.6158
C -0.3218 4.6562 -1.3383
N 0.5354 2.3203 -1.0694
N 0.2641 1.0562 -1.4739
B 1.7094 2.6664 -0.1177
N 1.2908 2.4808 1.3596
N 0.5589 1.4195 1.7721
C 0.3614 1.5786 3.0739
C -0.4204 0.5723 3.8564
C 0.9808 2.7545 3.5242
C 1.5663 3.2981 2.3968
C 2.3818 4.5417 2.2664
N 2.9739 1.8393 -0.4514
N 3.1322 0.5514 -0.0561
C 4.3191 0.1617 -0.4992
C 4.8195 -1.2236 -0.2406
C 4.9472 1.2031 -1.2013
C 4.0524 2.2528 -1.1503
C 4.1701 3.6164 -1.7470
H -1.1772 -0.0786 -4.0202
H -0.8321 -0.9785 -2.5411
H -2.4030 -0.1976 -2.7568
H -2.0197 2.8487 -3.0087
H -1.1554 5.1313 -1.8535
H -0.4138 4.8613 -0.2706
H 0.6052 5.1182 -1.6808
H 1.9790 3.8236 -0.2786
H -0.6652 -0.2877 3.2296
H 0.1443 0.2174 4.7218
H -1.3552 0.9961 4.2309
H 1.0064 3.1548 4.5247
H 2.4836 5.0100 3.2443
H 3.3799 4.3253 1.8824
H 1.9183 5.2566 1.5854
H 4.0575 -1.8129 0.2701
H 5.0809 -1.7291 -1.1716
H 5.7096 -1.2153 0.3915
H 5.9107 1.1963 -1.6841
H 5.1081 3.6895 -2.2954
H 3.3499 3.8195 -2.4370
H 4.1540 4.3939 -0.9823
Br 2.9580 -0.9681 3.1938
C 2.1197 -2.4068 4.1476
Br 0.7925 -3.3204 3.0738
H 1.6086 -2.0025 5.0110
H 2.8703 -3.1352 4.4225
C -1.0969 -5.3060 -0.1431
As -0.7857 -3.6021 -1.0602
C -0.2842 -4.3092 -2.8166
C -2.6670 -3.1348 -1.4005
C -3.3589 -3.7360 -2.4516
C -4.6777 -3.4105 -2.7233
C -5.3312 -2.4729 -1.9369
C -4.6557 -1.8753 -0.8860
C -3.3275 -2.1906 -0.6054
As -2.4167 -1.3138 0.8989
C -3.6969 -1.7614 2.3134
C -2.9729 0.5386 0.6239
H -1.7746 -5.9381 -0.7162
H -1.5317 -5.1128 0.8374
H -0.1439 -5.8173 -0.0077
H -0.8537 -5.1948 -3.0957
H 0.7725 -4.5717 -2.7791
H -0.4219 -3.5342 -3.5696
H -2.8646 -4.4684 -3.0769
H -5.1929 -3.8867 -3.5479
H -6.3606 -2.2078 -2.1416
H -5.1743 -1.1436 -0.2773
H -4.7114 -1.4749 2.0375
H -3.4079 -1.2253 3.2175
H -3.6683 -2.8310 2.5163
H -4.0520 0.6280 0.4995
H -2.4621 0.9597 -0.2414
H -2.6611 1.1047 1.5026
*
```